(1)
DFT (ωB97M-V/def2-TZVPD) results for a molecular structure, C9H16Br12O7S2.

Cartesian coordinates (Å):
1 O 5.943 -15.249 -10.621
2 S 4.640 -14.877 -11.197
3 O 4.121 -13.520 -10.839
4 O 4.746 -15.100 -12.872
5 C 3.673 -14.600 -13.702
6 C 4.182 -13.336 -14.217
7 C 3.322 -16.224 -10.936
8 H 2.745 -14.554 -13.132
9 H 3.594 -15.399 -14.439
10 H 4.319 -12.692 -13.348
11 H 3.468 -12.822 -14.861
12 H 5.216 -13.518 -14.508
13 H 2.367 -15.752 -11.166
14 H 3.421 -16.686 -9.953
15 H 3.627 -16.983 -11.656
16 C -0.577 -14.030 -12.495
17 Br 1.367 -14.190 -12.099
18 Br -0.856 -14.233 -14.385
19 Br -1.403 -12.415 -11.753
20 H -1.059 -14.910 -12.069
21 C 2.176 -11.924 -12.391
22 Br 1.570 -11.496 -14.333
23 Br 0.843 -11.452 -11.021
24 Br 3.870 -10.936 -11.988
25 H 2.376 -12.985 -12.237
26 C 3.099 -9.749 -15.168
27 Br 1.821 -8.632 -16.199
28 Br 4.849 -8.726 -15.023
29 Br 3.587 -11.613 -15.761
30 H 2.836 -9.801 -14.111
31 C 1.634 -8.840 -11.800
32 Br 2.413 -7.538 -13.036
33 Br -0.043 -8.133 -11.047
34 Br 2.838 -9.061 -10.217
35 H 1.356 -9.746 -12.338
36 C 6.004 -8.931 -13.230
37 C 4.704 -8.480 -12.467
38 O 5.223 -7.927 -11.234
39 S 6.667 -8.626 -10.802
40 O 6.554 -10.021 -10.304
41 O 7.522 -7.649 -10.094
42 O 7.056 -8.576 -12.436
43 H 6.097 -8.408 -14.182
44 H 6.100 -9.974 -13.530
45 H 3.944 -9.260 -12.417
46 H 4.262 -7.737 -13.131

Force components x, y, z for each atom (eV/Å):
-2.74 0.45 -1.51
0.84 0.06 0.31
0.55 -3.37 -1.17
0.73 -0.20 3.38
1.26 -1.62 0.24
0.73 -2.35 2.41
1.84 0.59 -0.06
2.00 -0.48 -1.69
-0.36 0.09 -0.25
-0.09 0.06 -0.44
0.32 -4.53 2.47
-0.18 0.27 -1.04
0.56 -0.96 0.59
-0.09 0.57 0.15
-0.20 0.16 -0.14
-0.70 0.14 0.38
-8.72 -5.99 1.90
-0.01 0.16 0.13
-4.33 -2.90 -1.96
0.18 0.44 0.26
1.85 4.68 0.12
-6.17 -2.79 6.19
4.57 0.05 0.87
-1.09 -5.58 -1.12
2.22 3.79 -0.77
2.07 2.39 -2.86
0.23 -1.06 0.28
-7.90 -2.30 -8.28
3.61 8.91 -7.68
0.38 0.36 -0.86
-0.03 1.98 1.09
-5.57 1.33 0.31
0.34 -0.15 -0.51
-2.17 1.74 1.11
0.49 0.70 0.10
1.29 -0.83 3.41
4.71 1.57 -1.07
0.59 -0.80 1.21
0.96 0.71 -0.69
-0.15 3.51 -1.42
-2.53 -2.60 -1.77
2.79 -0.22 3.52
4.32 1.67 2.81
-0.04 -0.20 0.40
1.18 2.35 0.14
2.50 0.21 1.51

* highest occupied orbital energy: -0.31441 Ha
* energy above the lowest of the compared OMol25 structures with the same formula, charge and spin: 514.71 kcal/mol
* total energy: -886077.61573 eV
* net charge: 0

***

(2)
DFT (ωB97M-V/def2-TZVPD) results for a molecular structure, C9H16Cl3NaO21.

Cartesian coordinates (Å):
1 Na 4.294 2.456 -10.045
2 Cl 5.286 1.027 -13.375
3 O 5.105 -0.216 -14.102
4 O 6.640 1.514 -13.528
5 O 4.352 2.011 -13.882
6 O 5.059 0.813 -11.962
7 Cl 1.068 1.453 -8.727
8 O 1.737 1.478 -9.996
9 O 0.296 2.661 -8.546
10 O 0.196 0.309 -8.681
11 O 2.058 1.385 -7.666
12 Cl 2.714 5.939 -10.704
13 O 2.760 4.731 -9.903
14 O 2.139 5.629 -11.969
15 O 1.928 6.964 -10.037
16 O 4.042 6.452 -10.869
17 C 4.602 3.631 -6.464
18 C 5.762 3.472 -5.473
19 O 5.347 4.275 -4.371
20 C 4.472 5.188 -4.833
21 O 4.117 6.130 -4.199
22 O 4.054 4.884 -6.084
23 H 3.829 2.868 -6.356
24 H 5.066 3.509 -7.444
25 H 6.701 3.863 -5.877
26 H 5.944 2.444 -5.160
27 C 4.370 -0.172 -6.091
28 O 5.620 -0.413 -6.708
29 C 5.766 0.080 -7.925
30 O 4.948 0.730 -8.510
31 O 6.955 -0.259 -8.389
32 C 7.215 0.103 -9.747
33 H 3.508 -0.331 -6.746
34 H 4.261 0.872 -5.802
35 H 4.231 -0.796 -5.215
36 H 8.290 0.025 -9.894
37 H 6.926 1.135 -9.941
38 H 6.700 -0.550 -10.448
39 C 9.057 2.917 -8.958
40 O 8.507 4.179 -8.608
41 C 7.230 4.379 -8.910
42 O 6.523 3.583 -9.469
43 O 6.916 5.592 -8.541
44 C 5.564 6.064 -8.708
45 H 8.601 2.604 -9.896
46 H 9.003 2.150 -8.187
47 H 10.119 3.082 -9.145
48 H 5.604 6.917 -9.380
49 H 5.252 6.491 -7.753
50 H 4.864 5.308 -9.041

Force components x, y, z for each atom (eV/Å):
-0.57 -0.14 -0.38
-0.36 0.58 -1.18
0.27 0.25 0.47
0.13 -0.18 -0.13
0.41 -0.40 0.37
-0.30 -0.11 0.77
-0.85 0.99 0.34
0.72 0.05 -0.49
0.14 -0.41 -0.07
0.03 -0.34 0.24
0.27 -0.28 0.24
-1.17 0.82 0.23
0.42 -0.30 0.42
-0.20 -0.09 -0.58
0.17 -0.64 -0.01
0.73 0.17 -0.53
0.74 -1.31 0.61
-0.15 -0.33 -0.18
0.35 -0.22 0.08
-0.35 0.18 -0.19
-0.12 0.09 -0.05
0.35 0.44 -0.05
-0.02 0.07 -0.07
-0.69 0.87 -0.34
-0.08 0.16 0.03
-0.18 0.06 0.14
-1.53 0.58 0.03
0.37 -0.58 0.58
0.00 0.01 -0.30
-0.38 0.59 -0.26
0.49 -0.34 0.22
0.20 0.41 -0.56
0.34 -0.14 -0.27
0.26 0.05 0.12
0.59 -0.17 -0.01
-0.01 -0.18 0.16
-0.14 -0.15 0.01
-0.14 0.03 0.11
0.54 0.03 -0.96
0.66 -0.16 0.71
-0.17 0.64 -0.27
-0.64 -0.83 -0.11
0.22 0.05 0.52
-0.08 1.00 0.42
0.03 -0.33 0.19
-0.56 0.16 0.15
-0.05 0.18 0.04
-0.01 -0.45 -0.29
0.05 -0.40 0.14
0.25 0.03 -0.08

* highest occupied orbital energy: -0.15933 Ha
* energy above the lowest of the compared OMol25 structures with the same formula, charge and spin: 17.10 kcal/mol
* total energy: -94556.79911 eV
* net charge: -2

***

(3)
DFT (ωB97M-V/def2-TZVPD) results for a single C9H16FP molecule.

Cartesian coordinates (Å):
1 H -3.257 1.202 -0.634
2 P -2.287 2.116 -0.067
3 C -0.834 0.877 0.153
4 C 0.280 1.410 0.916
5 C 1.610 1.685 0.265
6 C 2.441 0.399 0.258
7 F 3.627 0.709 -0.506
8 C 1.615 -0.628 -0.566
9 C 0.465 -1.361 0.159
10 C -0.859 -0.626 -0.043
11 C -2.045 -1.099 0.945
12 C -1.317 -0.839 -1.507
13 H -0.095 2.356 1.255
14 H 0.427 0.760 1.847
15 H 1.452 2.039 -0.796
16 H 2.236 2.395 0.849
17 H 2.838 0.162 1.239
18 H 2.400 -1.334 -0.986
19 H 1.226 -0.203 -1.472
20 H 0.508 -2.363 -0.258
21 H 0.636 -1.486 1.304
22 H -2.987 -0.763 0.511
23 H -1.841 -0.581 2.010
24 H -2.079 -2.143 1.049
25 H -1.186 -1.939 -1.938
26 H -0.595 -0.359 -2.207
27 H -2.382 -0.387 -1.781

Force components x, y, z for each atom (eV/Å):
0.48 0.34 0.12
3.21 -3.32 0.19
-3.79 1.52 -0.55
0.28 0.73 2.15
1.55 -0.21 -0.34
-0.63 1.24 -2.76
-0.70 -0.43 0.46
2.53 -1.54 0.81
0.99 0.53 1.93
-2.64 -0.34 -0.85
1.78 2.56 1.14
-0.69 -1.12 -2.56
0.11 0.68 0.65
-0.15 0.75 -1.01
0.39 -0.25 1.16
-0.85 0.09 -0.45
-0.45 -0.62 0.16
-0.99 0.31 0.76
-0.10 0.82 -0.20
-0.83 -0.16 0.09
0.05 0.24 -1.85
0.13 0.16 0.34
-0.71 -1.29 -2.34
0.16 -1.54 0.21
-0.85 1.82 1.44
-0.60 0.24 0.55
2.32 -1.19 0.77

* highest occupied orbital energy (spin up / spin down): -0.30520 / -0.30519 Ha
* energy above the lowest of the compared OMol25 structures with the same formula, charge and spin: 15.83 kcal/mol
* total energy: -21595.79755 eV
* net charge: 0

***

(4)
DFT (ωB97M-V/def2-TZVPD) results for a molecular structure, C9H16InNO2.

Cartesian coordinates (Å):
1 C 2.238 -1.563 1.489
2 C 3.123 -1.301 0.323
3 C 2.657 -1.051 -1.229
4 O 3.138 -1.914 -2.165
5 O 1.730 -0.020 -1.718
6 C 1.911 1.271 -1.038
7 C 0.648 1.730 -0.084
8 C -0.392 0.524 0.304
9 C -1.861 1.240 0.660
10 C -3.075 0.763 -0.333
11 C -3.310 -0.857 -0.418
12 N -4.686 -1.330 -0.006
13 H 1.615 -2.532 1.695
14 H 2.200 -0.719 2.324
15 H 4.293 -1.219 0.542
16 H 1.974 2.092 -1.902
17 H 2.917 1.375 -0.436
18 H 1.113 2.124 0.942
19 H 0.067 2.649 -0.544
20 H -0.589 -0.256 -0.546
21 H -0.051 0.022 1.332
22 H -2.158 0.926 1.771
23 H -1.775 2.430 0.630
24 H -4.080 1.221 0.113
25 H -2.964 1.270 -1.406
26 H -2.992 -1.220 -1.507
27 H -2.538 -1.361 0.340
28 H -4.727 -2.333 -0.361
29 In 5.573 -1.958 1.229

Force components x, y, z for each atom (eV/Å):
1.66 0.93 -1.17
-3.16 0.22 0.89
1.79 -5.27 -5.90
-3.03 5.70 6.32
3.23 -1.85 3.14
-0.18 2.80 -0.03
0.42 -0.25 0.76
-1.03 1.11 0.85
-0.08 -0.40 0.54
-1.07 1.22 0.96
-1.69 1.56 -0.54
4.70 0.26 -1.45
0.17 2.48 -1.38
1.28 -2.54 -0.92
-5.27 3.46 -2.18
-0.01 -2.05 1.78
-1.96 -0.64 -1.24
-1.09 -0.78 -2.25
1.23 -2.09 0.70
0.87 1.42 1.56
-0.56 0.76 -2.53
0.51 0.82 -2.39
-0.30 -2.76 0.03
2.10 -0.98 -0.99
-0.11 -1.62 2.07
-0.67 -0.25 2.12
-1.35 0.19 -0.97
-0.24 0.76 0.29
3.84 -2.21 1.91

* highest occupied orbital energy: -0.56676 Ha
* total energy: -20320.35913 eV
* net charge: +2

***

Which of these has the lowest net charge?
C9H16Cl3NaO21